[1]
The following is a quantum chemistry calculation of a structure of composition C25H44MgN7O7, from the OMol25 dataset.

Values from the calculation:
- E_tot (Ha) = -2089.17717
- strongest force on any atom (Eh/bohr) = 0.033
- E_HOMO (Ha) = -0.3615
- lowest unoccupied orbital energy (eV) = -1.98
- ΔE to the lowest compared entry with this formula, charge and spin (kJ/mol) = 0.0
- HOMO-LUMO gap (eV) = 7.85

Geometry as ORCA input:
```
! RIJCOSX wB97M-V def2-TZVPD def2/J DEFGRID3
* xyz 1 1
Mg -2.020 -1.666 -0.058
O 0.954 1.245 0.668
C 0.148 0.529 -0.184
O -0.670 -0.232 0.365
O 0.379 0.621 -1.427
H 1.455 1.798 0.031
C -5.298 0.376 1.809
C -4.178 0.542 0.835
O -3.542 -0.421 0.405
N -3.963 1.779 0.413
C -2.889 2.122 -0.510
H -5.179 1.066 2.650
H -5.305 -0.613 2.266
H -6.285 0.516 1.372
H -4.445 2.521 0.891
H -3.217 2.911 -1.182
H -2.606 1.237 -1.072
H -2.008 2.469 0.032
C 1.702 -2.707 -1.047
C 0.341 -3.326 -1.158
O -0.603 -2.957 -0.448
N 0.238 -4.423 -1.917
C -0.990 -5.154 -2.108
H 1.601 -1.670 -1.388
H 2.413 -3.197 -1.714
H 2.140 -2.719 -0.054
H 1.036 -4.695 -2.464
H -1.427 -5.406 -1.136
H -0.788 -6.110 -2.585
H -1.782 -4.652 -2.663
C -2.810 -2.094 -4.122
C -1.985 -1.269 -3.187
O -2.229 -1.251 -1.965
N -0.923 -0.593 -3.614
C -0.404 -0.508 -4.972
H -2.306 -3.039 -4.318
H -2.992 -1.578 -5.063
H -3.771 -2.285 -3.656
H -0.464 -0.057 -2.867
H -0.669 0.440 -5.439
H -0.856 -1.288 -5.582
H 0.670 -0.663 -4.961
C -0.045 -1.905 2.983
C -1.404 -2.526 2.842
O -2.028 -2.460 1.771
N -1.933 -3.197 3.874
C -1.646 -3.010 5.288
H 0.539 -2.182 2.110
H 0.454 -2.333 3.849
H -0.112 -0.824 3.068
H -2.804 -3.664 3.672
H -1.856 -3.938 5.821
H -2.271 -2.230 5.725
H -0.602 -2.796 5.493
N 3.899 3.474 -1.578
C 3.357 2.238 -1.375
C 3.913 1.724 -0.225
C 4.872 2.659 0.249
C 4.813 3.733 -0.598
H 3.666 4.095 -2.331
H 2.548 1.793 -1.925
H 3.593 0.764 0.153
H 5.464 2.525 1.138
H 5.414 4.626 -0.598
N 2.318 0.641 3.079
C 2.346 1.098 4.350
C 3.148 0.275 5.105
C 3.645 -0.709 4.205
C 3.170 -0.442 2.959
H 1.895 1.118 2.291
H 1.798 1.995 4.596
H 3.298 0.317 6.168
H 4.278 -1.523 4.527
H 3.233 -0.990 2.035
N 0.439 3.498 -1.818
C 0.954 4.239 -2.828
C 1.039 5.547 -2.406
C 0.567 5.569 -1.075
C 0.196 4.298 -0.726
H 0.327 2.491 -1.813
H 1.260 3.719 -3.722
H 1.459 6.371 -2.956
H 0.541 6.436 -0.433
H -0.212 3.885 0.180
*
```



[2]
The following is a quantum chemistry calculation of a cluster of 2 separate species, CH5NOS2 in total, from the OMol25 dataset.

Values from the calculation:
- E_tot (Ha) = -967.47603
- SMILES = NC=O.SS
- strongest force on any atom (Eh/bohr) = 0.045
- E_HOMO (Ha) = -0.3527
- lowest unoccupied orbital energy (eV) = 0.28
- ΔE to the lowest compared entry with this formula, charge and spin (kJ/mol) = 3.6
- HOMO-LUMO gap (eV) = 9.88

Geometry as ORCA input:
```
! RIJCOSX wB97M-V def2-TZVPD def2/J DEFGRID3
* xyz 0 1
N 0.516 0.389 -1.379
C 1.196 -0.749 -1.062
O 0.753 -1.652 -0.333
H -0.346 0.558 -0.889
H 1.010 1.178 -1.828
H 2.180 -0.790 -1.561
S -0.474 0.260 2.523
S -1.836 1.073 1.165
H -0.065 -0.756 1.704
H -2.933 0.489 1.660
*
```



[3]
The following is a quantum chemistry calculation of the molecule C4H7NO, from the OMol25 dataset.

Values from the calculation:
- E_tot (Ha) = -286.59909
- SMILES = C[C@H]1CNC1=O
- strongest force on any atom (Eh/bohr) = 0.009
- E_HOMO (Ha) = -0.3574
- lowest unoccupied orbital energy (eV) = 1.00
- ΔE to the lowest compared entry with this formula, charge and spin (kJ/mol) = 85.5
- HOMO-LUMO gap (eV) = 10.72

Geometry as ORCA input:
```
! RIJCOSX wB97M-V def2-TZVPD def2/J DEFGRID3
* xyz 0 1
C -1.049 0.278 -1.233
C 0.124 0.503 -0.280
C -0.059 0.257 1.242
N 1.091 -0.648 1.179
C 1.153 -0.642 -0.194
O 1.735 -1.335 -0.990
H -1.037 0.994 -2.059
H -1.003 -0.724 -1.672
H -2.012 0.380 -0.720
H 0.620 1.461 -0.464
H -1.001 -0.248 1.484
H 0.084 1.120 1.899
H 1.355 -1.396 1.806
*
```



[4]
The following is a quantum chemistry calculation of the molecule C21H23N5O4S2, from the OMol25 dataset.

Values from the calculation:
- E_tot (Ha) = -2185.15681
- SMILES = COc1ccc(OC)c([C@@H](C)NC(=S)Nc2ccc(S(=O)(=O)Nc3ncccn3)cc2)c1
- strongest force on any atom (Eh/bohr) = 0.027
- E_HOMO (Ha) = -0.3007
- lowest unoccupied orbital energy (eV) = 0.09
- ΔE to the lowest compared entry with this formula, charge and spin (kJ/mol) = 3.0
- HOMO-LUMO gap (eV) = 8.27

Geometry as ORCA input:
```
! RIJCOSX wB97M-V def2-TZVPD def2/J DEFGRID3
* xyz 0 1
C -1.973 1.326 1.523
O -0.828 2.085 1.820
C 0.157 2.172 0.876
C 1.124 3.150 1.074
C 2.138 3.329 0.154
C 2.217 2.527 -0.980
O 3.170 2.658 -1.949
C 4.051 3.754 -1.883
C 1.273 1.509 -1.166
C 1.393 0.612 -2.384
C 2.644 -0.262 -2.304
N 0.249 -0.260 -2.523
C -0.892 0.092 -3.139
S -1.017 1.351 -4.194
N -2.024 -0.651 -2.876
C -2.190 -1.511 -1.791
C -3.242 -1.297 -0.894
C -3.323 -2.043 0.266
C -2.364 -3.005 0.520
S -2.346 -3.800 2.109
O -3.662 -4.182 2.514
O -1.295 -4.764 2.177
N -1.985 -2.473 3.114
C -0.840 -1.751 2.998
N -0.153 -1.888 1.865
C 0.944 -1.158 1.749
C 1.363 -0.274 2.730
C 0.558 -0.199 3.858
N -0.530 -0.932 4.003
C -1.377 -3.300 -0.398
C -1.296 -2.564 -1.564
C 0.251 1.351 -0.242
H -2.434 1.655 0.586
H -2.662 1.501 2.348
H -1.759 0.254 1.462
H 1.058 3.776 1.949
H 2.861 4.109 0.326
H 3.509 4.704 -1.864
H 4.710 3.691 -1.011
H 4.651 3.700 -2.790
H 1.443 1.244 -3.277
H 2.701 -0.906 -3.178
H 2.617 -0.882 -1.409
H 3.529 0.364 -2.271
H 0.187 -0.976 -1.810
H -2.860 -0.219 -3.248
H -3.965 -0.522 -1.098
H -4.105 -1.876 0.988
H -2.474 -2.400 3.992
H 1.495 -1.292 0.827
H 2.249 0.326 2.615
H 0.783 0.468 4.679
H -0.679 -4.088 -0.171
H -0.559 -2.812 -2.314
H -0.491 0.583 -0.394
*
```